No. 1
The following is a quantum chemistry calculation of a molecular structure, C3H12BrCuN6O3 in a non-equilibrium geometry, from the OMol25 dataset.

Computed properties:
**Maximum force**: 7.07 eV/Å
**LUMO level (alpha / beta)**: 0.002 / -0.122 Eh
**E_HOMO (alpha / beta)**: -7.595 / -9.409 eV
**⟨S²⟩**: 2.01
**Molar mass**: 323.62 g/mol

Geometry as ORCA input:
```
! RIJCOSX wB97M-V def2-TZVPD def2/J DEFGRID3
* xyz 0 3
Cu 3.47274 0.88690 -0.84343
Br 0.75659 0.71247 -0.54891
C 3.02389 -2.13333 -2.15853
O 3.39583 -0.95807 -2.07557
N 3.87557 -3.05881 -2.26256
N 1.81923 -2.54442 -2.04018
H 4.83676 -2.79893 -2.43191
H 3.69708 -4.05145 -2.31652
H 1.62564 -3.52562 -2.18115
H 1.05146 -1.89651 -1.93604
C -3.52932 1.19472 -1.46619
O -4.69792 1.29463 -1.75113
N -3.09260 1.03325 -0.19803
N -2.55824 1.27655 -2.33207
H -2.10746 0.96592 0.01426
H -3.83252 1.11098 0.48503
H -1.58089 1.18806 -2.09320
H -2.87381 1.55337 -3.25070
C -0.03273 1.58770 3.60819
O 0.92356 2.36625 3.46855
N -0.57437 0.94911 2.60340
N -0.58543 1.25602 4.77297
H -1.36040 0.33883 2.77608
H -0.13589 1.03073 1.69721
H -0.18137 1.63853 5.61589
H -1.33531 0.58323 4.84466
*
```

Population analysis type Mulliken, resulting atomic charges in e:
1 Cu 0.230
2 Br -0.533
3 C 0.676
4 O -0.537
5 N -0.371
6 N -0.275
7 H 0.236
8 H 0.165
9 H 0.173
10 H 0.208
11 C 0.649
12 O -0.674
13 N -0.265
14 N -0.272
15 H 0.146
16 H 0.154
17 H 0.100
18 H 0.197
19 C 0.634
20 O -0.674
21 N -0.121
22 N -0.395
23 H 0.136
24 H 0.030
25 H 0.223
26 H 0.159

***

No. 2
The following is a quantum chemistry calculation of a molecular structure, C3H12ClHgO7 in a non-equilibrium geometry, from the OMol25 dataset.

Computed properties:
**Maximum force**: 3.16 eV/Å
**LUMO level (alpha / beta)**: -0.467 / -0.472 Eh
**E_HOMO (alpha / beta)**: -16.543 / -17.977 eV
**⟨S²⟩**: 1.77
**Molar mass**: 396.17 g/mol

Geometry as ORCA input:
```
! RIJCOSX wB97M-V def2-TZVPD def2/J DEFGRID3
* xyz 2 2
Hg 2.02174 0.99922 2.81326
Cl 0.54310 -1.05553 0.56594
O 0.14409 -2.39191 0.68812
O 1.91504 -0.88068 0.89083
O 0.21818 -0.40902 -0.67999
O -0.15420 -0.31854 1.57800
C -2.89614 -1.81940 -0.01297
O -4.25112 -1.90961 -0.60056
H -2.23574 -2.02231 -0.85605
H -2.65445 -0.86290 0.45048
H -2.67545 -2.58567 0.73015
H -4.61988 -2.77370 -0.40317
C 4.45548 1.05952 0.30200
O 4.06075 1.19909 1.66239
H 3.66074 0.60712 -0.29115
H 4.82741 1.92306 -0.24942
H 5.22387 0.28654 0.28818
H 4.83680 1.09104 2.21709
C -2.04361 1.87794 -1.23195
O -2.75973 0.98879 -2.11207
H -0.97857 1.68114 -1.35464
H -2.22941 2.94117 -1.38401
H -2.24004 1.64154 -0.18618
H -2.16894 0.73306 -2.82423
*
```

Population analysis type Mulliken, resulting atomic charges in e:
1 Hg 0.833
2 Cl 1.762
3 O -0.459
4 O -0.546
5 O -0.324
6 O -0.424
7 C -0.454
8 O -0.182
9 H 0.312
10 H 0.166
11 H 0.420
12 H 0.411
13 C -0.522
14 O -0.439
15 H 0.162
16 H 0.288
17 H 0.324
18 H 0.336
19 C -0.401
20 O -0.347
21 H 0.182
22 H 0.325
23 H 0.210
24 H 0.366

***

No. 3
The following is a quantum chemistry calculation of 2 unconnected molecules or ions with the total composition C3H12N, from the OMol25 dataset.

Computed properties:
**Maximum force**: 0.94 eV/Å
**LUMO level**: -0.126 Eh
**E_HOMO**: -17.448 eV
**Molar mass**: 62.14 g/mol

Geometry as ORCA input:
```
! RIJCOSX wB97M-V def2-TZVPD def2/J DEFGRID3
* xyz 1 1
C -1.84140 0.49661 -0.61739
N -0.41245 0.04955 -0.69096
C 0.56022 1.09873 -1.14941
H -2.41088 -0.29295 -0.14023
H -1.86151 1.40480 -0.02412
H -2.19734 0.68539 -1.62457
H -0.33544 -0.78612 -1.27195
H -0.11406 -0.27916 0.22786
H 0.15031 1.58304 -2.02956
H 1.50184 0.60068 -1.36087
H 0.68951 1.80187 -0.33398
C 1.25482 -1.29558 1.80283
H 0.36210 -1.83763 1.48963
H 1.68651 -1.73314 2.69480
H 0.96901 -0.25726 2.02116
H 1.99876 -1.23884 1.00676
*
```

Population analysis type Mulliken, resulting atomic charges in e:
1 C -0.803
2 N -0.062
3 C -0.820
4 H 0.338
5 H 0.361
6 H 0.362
7 H 0.416
8 H 0.062
9 H 0.373
10 H 0.355
11 H 0.351
12 C -1.142
13 H 0.297
14 H 0.305
15 H 0.311
16 H 0.297

***

No. 4
The following is a quantum chemistry calculation of a gas-phase ion, C3H12N2 (charge +2) in a non-equilibrium geometry, from the OMol25 dataset.

Computed properties:
**Maximum force**: 1.55 eV/Å
**SMILES**: [NH3+]CCC[NH3+]
**LUMO level**: -0.254 Eh
**E_HOMO**: -21.221 eV
**Molar mass**: 76.14 g/mol

Geometry as ORCA input:
```
! RIJCOSX wB97M-V def2-TZVPD def2/J DEFGRID3
* xyz 2 1
N 0.54607 -2.43742 -0.08142
C -0.43513 -1.30088 -0.11758
C 0.24528 0.06715 -0.24986
C -0.42668 1.16389 0.57666
N -0.11771 2.52940 -0.04364
H 0.45276 -3.09782 0.70152
H 0.44645 -3.06019 -0.89180
H 1.54298 -2.20235 -0.05989
H -0.99295 -1.34462 0.80771
H -1.20273 -1.53109 -0.87235
H 1.33432 0.00728 -0.06777
H 0.27857 0.36397 -1.29768
H -0.06391 1.29037 1.59524
H -1.51354 1.01374 0.58476
H -0.57048 3.24702 0.52830
H -0.39301 2.48351 -1.02707
H 0.86971 2.80804 -0.08511
*
```

Population analysis type Mulliken, resulting atomic charges in e:
1 N -0.327
2 C -0.756
3 C -0.519
4 C -0.698
5 N -0.330
6 H 0.361
7 H 0.396
8 H 0.382
9 H 0.408
10 H 0.356
11 H 0.412
12 H 0.468
13 H 0.346
14 H 0.409
15 H 0.377
16 H 0.364
17 H 0.349

***

No. 5
The following is a quantum chemistry calculation of 2 unconnected molecules or ions with the total composition C3H12N2O in a non-equilibrium geometry, from the OMol25 dataset.

Computed properties:
**Maximum force**: 4.20 eV/Å
**SMILES**: CNCCN.O
**LUMO level**: 0.035 Eh
**E_HOMO**: -9.096 eV
**Molar mass**: 92.14 g/mol

Geometry as ORCA input:
```
! RIJCOSX wB97M-V def2-TZVPD def2/J DEFGRID3
* xyz 0 1
C -0.25012 2.11891 -0.03420
N 0.28217 0.72852 -0.37636
C -0.73326 -0.10536 -1.09816
C 0.01272 -1.57194 -0.99982
N 0.38640 -1.90209 0.39051
H -0.51310 2.78711 -0.91843
H -0.99101 1.99102 0.73255
H 0.48382 2.65314 0.55363
H 1.07739 0.77407 -1.02619
H -0.81249 0.12024 -2.14260
H -1.64753 -0.10785 -0.51961
H 1.05676 -1.47803 -1.51850
H -0.68580 -2.28982 -1.44055
H -0.37681 -2.15060 0.94101
H 0.87385 -1.17906 0.76943
O 0.71120 0.08784 2.49885
H 0.94639 -0.84997 2.39396
H 0.17942 0.37386 1.79447
*
```

Population analysis type Mulliken, resulting atomic charges in e:
1 C -1.034
2 N -0.368
3 C -0.454
4 C -0.767
5 N -0.630
6 H 0.290
7 H 0.381
8 H 0.367
9 H 0.210
10 H 0.359
11 H 0.361
12 H 0.302
13 H 0.397
14 H 0.262
15 H 0.348
16 O -0.688
17 H 0.322
18 H 0.344

***

No. 6
The following is a quantum chemistry calculation of 2 unconnected molecules or ions with the total composition C3H12N2O in a non-equilibrium geometry, from the OMol25 dataset.

Computed properties:
**Maximum force**: 1.23 eV/Å
**SMILES**: CCO.NCN
**LUMO level**: 0.032 Eh
**E_HOMO**: -9.695 eV
**Molar mass**: 92.14 g/mol

Geometry as ORCA input:
```
! RIJCOSX wB97M-V def2-TZVPD def2/J DEFGRID3
* xyz 0 1
C 4.14023 -1.01467 1.32644
C 3.31342 -0.63615 0.12972
O 2.21773 0.22400 0.46375
H 4.37415 -0.12730 1.90958
H 5.13498 -1.38159 1.06174
H 3.66920 -1.77784 1.94029
H 3.90702 -0.09376 -0.60720
H 2.89766 -1.49015 -0.37852
H 2.22613 0.32856 1.42312
N -4.35066 -0.03787 -0.91596
C -2.99514 0.02857 -0.46536
N -2.42480 1.40795 -0.59188
H -4.35487 0.07593 -1.91165
H -4.81424 0.80385 -0.58280
H -2.38153 -0.65967 -1.04513
H -2.95555 -0.22612 0.58555
H -1.45442 1.31284 -0.36134
H -2.33066 1.54252 -1.60430
*
```

Population analysis type Mulliken, resulting atomic charges in e:
1 C -1.184
2 C -0.081
3 O -0.508
4 H 0.371
5 H 0.342
6 H 0.315
7 H 0.223
8 H 0.228
9 H 0.294
10 N -0.622
11 C -0.308
12 N -0.681
13 H 0.220
14 H 0.273
15 H 0.319
16 H 0.327
17 H 0.249
18 H 0.224

***

No. 7
The following is a quantum chemistry calculation of 2 unconnected molecules or ions with the total composition C3H12N2O in a non-equilibrium geometry, from the OMol25 dataset.

Computed properties:
**Maximum force**: 2.25 eV/Å
**SMILES**: CNCCN.O
**LUMO level**: 0.027 Eh
**E_HOMO**: -8.482 eV
**Molar mass**: 92.14 g/mol

Geometry as ORCA input:
```
! RIJCOSX wB97M-V def2-TZVPD def2/J DEFGRID3
* xyz 0 1
C 1.26253 1.14717 1.10553
N -0.09574 0.67043 1.18593
C -0.48128 -0.33020 0.20532
C -1.41386 -1.45604 0.81511
N -2.51523 -1.85119 -0.03790
H 1.90768 0.26492 1.05439
H 1.60340 1.62014 2.02512
H 1.48074 1.77327 0.23955
H -0.79651 1.39923 1.18233
H -0.82094 0.06265 -0.76037
H 0.43640 -0.87789 -0.04928
H -0.76571 -2.30061 1.02001
H -1.75836 -0.95922 1.72024
H -2.27475 -1.96188 -1.00436
H -3.32714 -1.26360 0.06071
O 2.81393 1.37331 -2.64269
H 2.12450 0.70453 -2.75566
H 2.62031 1.98500 -3.36397
*
```

Population analysis type Mulliken, resulting atomic charges in e:
1 C -0.820
2 N -0.317
3 C -0.488
4 C -0.557
5 N -0.585
6 H 0.298
7 H 0.302
8 H 0.288
9 H 0.218
10 H 0.298
11 H 0.294
12 H 0.277
13 H 0.353
14 H 0.210
15 H 0.233
16 O -0.638
17 H 0.314
18 H 0.319

***

No. 8
The following is a quantum chemistry calculation of 3 unconnected molecules or ions with the total composition C3H12N2O2 in a non-equilibrium geometry, from the OMol25 dataset.

Computed properties:
**Maximum force**: 2.74 eV/Å
**LUMO level (alpha / beta)**: 0.135 / 0.130 Eh
**E_HOMO (alpha / beta)**: 0.837 / -3.703 eV
**⟨S²⟩**: 0.75
**Molar mass**: 108.14 g/mol

Geometry as ORCA input:
```
! RIJCOSX wB97M-V def2-TZVPD def2/J DEFGRID3
* xyz -1 2
C 0.06369 -0.33080 2.67782
C 0.28714 -0.33870 1.20011
C 1.51170 -0.15902 0.64360
N 1.66919 0.09201 -0.71428
N -0.81835 -0.28130 0.35773
H -0.89161 -0.75223 2.95352
H 0.05501 0.74547 2.97160
H 0.84154 -0.80947 3.28120
H 2.37844 -0.21779 1.32478
H 1.03258 0.29798 -1.46735
H 2.54994 -0.25297 -1.08111
H -0.85382 -0.94023 -0.42185
H -1.73988 0.03778 0.60373
H 0.36776 -0.92313 -2.39079
H -0.53945 -0.92147 -3.64769
O -0.07371 -1.50553 -3.03025
H -1.36864 1.63203 -0.88334
H -2.16622 2.71000 -1.46087
O -2.30530 1.91736 -0.91655
*
```

Population analysis type Mulliken, resulting atomic charges in e:
1 C -1.245
2 C 0.419
3 C -0.532
4 N -1.008
5 N -0.867
6 H 0.324
7 H 0.259
8 H 0.390
9 H 0.250
10 H 0.566
11 H 0.459
12 H 0.265
13 H 0.475
14 H 0.016
15 H 0.704
16 O -1.267
17 H 0.238
18 H 0.619
19 O -1.064

***

Number 6 is which compound?
C3H12N2O

***

Please write out number 3 again, unchanged.
The following is a quantum chemistry calculation of 2 unconnected molecules or ions with the total composition C3H12N, from the OMol25 dataset.

Computed properties:
**Maximum force**: 0.94 eV/Å
**LUMO level**: -0.126 Eh
**E_HOMO**: -17.448 eV
**Molar mass**: 62.14 g/mol

Geometry as ORCA input:
```
! RIJCOSX wB97M-V def2-TZVPD def2/J DEFGRID3
* xyz 1 1
C -1.84140 0.49661 -0.61739
N -0.41245 0.04955 -0.69096
C 0.56022 1.09873 -1.14941
H -2.41088 -0.29295 -0.14023
H -1.86151 1.40480 -0.02412
H -2.19734 0.68539 -1.62457
H -0.33544 -0.78612 -1.27195
H -0.11406 -0.27916 0.22786
H 0.15031 1.58304 -2.02956
H 1.50184 0.60068 -1.36087
H 0.68951 1.80187 -0.33398
C 1.25482 -1.29558 1.80283
H 0.36210 -1.83763 1.48963
H 1.68651 -1.73314 2.69480
H 0.96901 -0.25726 2.02116
H 1.99876 -1.23884 1.00676
*
```

Population analysis type Mulliken, resulting atomic charges in e:
1 C -0.803
2 N -0.062
3 C -0.820
4 H 0.338
5 H 0.361
6 H 0.362
7 H 0.416
8 H 0.062
9 H 0.373
10 H 0.355
11 H 0.351
12 C -1.142
13 H 0.297
14 H 0.305
15 H 0.311
16 H 0.297